{
  "formula": "C3H5N2O2",
  "method": "ωB97M-V/def2-TZVPD",
  "elements": ["O", "H", "C", "N", "N", "C", "H", "C", "O", "H", "H", "H"],
  "xyz": [[3.401046, 0.194692, -0.277873], [0.103332, -2.019876, 0.960613], [2.261847, 0.050848, -0.027134], [-0.364640, -0.428144, -0.657311], [1.305616, 1.083980, 0.118569], [0.031039, 0.546966, 0.366826], [-0.120360, -0.258855, -1.662991], [0.375746, -1.201737, 0.398953], [1.687526, -1.199505, 0.172545], [-1.370664, -0.700024, -0.839008], [1.563289, 1.936220, 0.601871], [-0.761632, 0.941084, 1.025696]],
  "forces_ev_per_angstrom": [[-0.04, -0.13, -0.05], [-1.83, -1.54, 0.79], [1.10, 0.75, 0.29], [-2.57, -0.96, -2.25], [-1.63, -1.23, 0.21], [0.12, -2.97, 1.64], [1.16, -0.35, 0.85], [1.08, 5.83, -1.27], [0.85, 0.01, -0.57], [0.82, 0.55, 1.31], [0.23, -0.08, -0.22], [0.72, 0.12, -0.73]],
  "mulliken_charge": [-0.384, 0.457, 0.367, -0.206, -0.185, -0.149, 0.338, -0.029, -0.277, 0.347, 0.312, 0.411],
  "e_tot_ev": -10257.804,
  "relative_energy_kcal_mol": 43.2,
  "total_charge": 1,
  "max_force_ev_per_a": 6.063,
  "homo_lumo_gap_ev": 11.0,
  "e_homo_ev": -14.9
}

=====

{
  "formula": "C4H9NO2",
  "method": "ωB97M-V/def2-TZVPD",
  "elements": ["H", "H", "C", "C", "H", "C", "H", "H", "O", "H", "O", "H", "N", "C", "H", "H"],
  "xyz": [[2.381295, -0.096240, 0.930611], [-2.020596, 0.957642, -2.427521], [-0.208598, 0.839687, 0.392756], [-0.837691, 1.460261, -0.846099], [-0.267942, -2.369600, 0.225994], [1.570056, -0.808487, 1.116436], [-0.979736, 0.725629, 1.165785], [0.795768, -0.591439, -0.870233], [-0.642278, -1.483640, 0.317358], [-1.716502, -0.354188, -1.308033], [-0.712693, 2.641194, -1.119811], [1.250610, -0.710545, 2.159075], [-1.532273, 0.586494, -1.627349], [0.417041, -0.536127, 0.162051], [1.974954, -1.817206, 0.968318], [0.528587, 1.556566, 0.760661]],
  "forces_ev_per_angstrom": [[-0.12, -0.11, 0.04], [0.04, -0.07, 0.12], [0.08, 0.08, 0.03], [-0.04, 0.07, 0.01], [-0.12, 0.13, 0.00], [0.03, -0.01, 0.06], [0.10, 0.06, -0.10], [-0.04, 0.02, 0.13], [0.07, -0.29, -0.07], [0.04, 0.16, -0.04], [-0.05, -0.34, 0.05], [0.01, -0.02, -0.13], [-0.06, 0.06, 0.00], [0.22, 0.23, -0.04], [-0.08, 0.13, 0.02], [-0.06, -0.10, -0.08]],
  "mulliken_charge": [0.374, 0.221, -0.667, 0.390, 0.314, -1.420, 0.346, 0.272, -0.559, 0.213, -0.637, 0.319, -0.324, 0.433, 0.400, 0.327],
  "e_tot_ev": -9879.682,
  "relative_energy_kcal_mol": 8.7,
  "max_force_ev_per_a": 0.348,
  "homo_lumo_gap_ev": 10.3,
  "e_homo_ev": -9.6
}

=====

{
  "formula": "C4H9N2",
  "method": "ωB97M-V/def2-TZVPD",
  "elements": ["H", "C", "H", "C", "C", "H", "N", "H", "H", "C", "H", "H", "N", "H", "H"],
  "xyz": [[0.045717, -2.472863, -0.254246], [0.480697, -0.244721, -1.138291], [1.146736, -1.109838, -1.502877], [-0.565158, -1.769111, 0.336597], [-0.514254, 2.004032, 0.368545], [-0.492115, 2.958469, 0.955184], [-0.293968, -0.426617, -0.067379], [-1.695146, -1.824077, 0.154445], [0.550970, 0.397366, -1.989842], [1.018355, 0.174870, 0.320439], [-0.269113, -1.955479, 1.330432], [1.796509, -0.416953, 0.645664], [0.640281, 1.288775, 0.796902], [-0.529234, 1.960716, -0.733103], [-1.320277, 1.435429, 0.777531]],
  "forces_ev_per_angstrom": [[-0.68, -0.06, -0.09], [2.59, -3.10, -1.94], [-1.03, 0.58, 0.87], [-0.92, -1.17, -1.32], [1.65, 0.83, 0.78], [-0.12, -0.48, -1.36], [-2.39, -0.92, -1.99], [1.67, -0.59, 0.45], [-1.04, 1.79, 0.31], [-1.16, 1.50, -0.27], [-0.28, 0.10, 1.50], [1.70, -0.97, 1.01], [1.67, 2.26, 1.48], [-0.59, 0.75, 0.46], [-1.07, -0.54, 0.12]],
  "mulliken_charge": [0.324, -0.402, 0.260, -0.831, -0.589, 0.307, -0.035, 0.295, 0.246, 0.089, 0.386, 0.538, -0.222, 0.296, 0.339],
  "e_tot_ev": -7261.721,
  "relative_energy_kcal_mol": 148.1,
  "total_charge": 1,
  "max_force_ev_per_a": 4.476,
  "homo_lumo_gap_ev": [8.4, 8.4],
  "e_homo_ev": [-15.3, -15.3]
}

=====

{
  "formula": "C4H10NO3",
  "method": "ωB97M-V/def2-TZVPD",
  "elements": ["H", "H", "O", "N", "O", "C", "H", "H", "H", "H", "C", "H", "H", "H", "H", "C", "O", "C"],
  "xyz": [[-0.468845, -3.045424, 0.778750], [-0.551435, 2.130833, -0.953776], [-0.234617, 2.756348, -1.644127], [0.803456, -0.362575, 1.154314], [0.483904, 0.140152, -2.125047], [-0.870955, -2.058853, 0.462858], [0.203341, -0.554720, 1.941079], [1.670277, 1.370122, 0.286541], [0.156746, 2.034177, -2.165403], [-0.112867, 1.543045, 0.852406], [0.250462, -1.134848, -0.044469], [-1.629423, -2.218827, -0.290434], [1.256679, 1.429293, 1.967211], [-1.395999, -1.592330, 1.311478], [1.158215, -1.708565, -0.495153], [0.875870, 1.095754, 0.994341], [-1.354436, 0.360299, -0.862721], [-0.240375, -0.183881, -1.167849]],
  "forces_ev_per_angstrom": [[-0.22, 0.53, -0.04], [-0.50, 0.76, -0.39], [0.20, -0.34, 0.52], [-0.21, -0.40, -1.41], [0.45, -0.76, -0.09], [0.54, -0.37, 0.21], [-0.16, -0.01, 0.00], [-0.76, 0.01, -0.20], [0.10, 0.16, -0.50], [0.38, 0.19, -0.43], [1.92, -0.50, -0.16], [-0.08, -0.08, -0.31], [-0.08, 0.30, -0.01], [0.20, -0.14, -0.26], [-1.56, 0.58, 0.81], [0.67, -0.55, 1.23], [0.50, -0.68, -0.29], [-1.38, 1.29, 1.32]],
  "mulliken_charge": [0.292, 0.222, -0.715, -0.496, -0.795, -1.331, 0.258, 0.299, 0.433, 0.313, 0.667, 0.331, 0.404, 0.363, 0.178, -0.908, -0.737, 0.221],
  "e_tot_ev": -11944.083,
  "relative_energy_kcal_mol": 30.3,
  "total_charge": -1,
  "max_force_ev_per_a": 2.310,
  "homo_lumo_gap_ev": 8.5,
  "e_homo_ev": -4.4
}

=====

{
  "formula": "C31H33Cl2N8O3STl",
  "method": "ωB97M-V/def2-TZVPD",
  "elements": ["C", "H", "C", "H", "H", "C", "C", "H", "H", "N", "C", "H", "N", "H", "C", "H", "H", "C", "C", "O", "H", "Cl", "N", "S", "C", "C", "C", "H", "H", "N", "H", "H", "H", "C", "H", "C", "C", "C", "N", "C", "C", "C", "H", "Cl", "C", "H", "C", "H", "H", "N", "H", "C", "Tl", "C", "H", "H", "N", "C", "H", "H", "C", "C", "C", "H", "H", "H", "O", "H", "C", "H", "C", "H", "H", "O", "C", "H", "N", "C", "C"],
  "xyz": [[-0.225366, 4.434914, -3.727388], [-2.075826, -2.517748, -0.233181], [-1.559045, 3.342660, -0.395341], [1.710940, -1.183180, -2.229182], [2.557147, 2.547026, 1.409905], [-4.056120, 2.288044, 0.678507], [1.897329, -4.852690, -3.341258], [-2.050011, -1.819025, 1.245174], [-0.668573, -5.163453, 1.605372], [-1.717605, 2.129604, 0.137092], [2.480039, 4.888088, -0.897957], [3.246299, 0.296803, 1.709688], [2.925276, 3.650463, -1.507383], [1.451679, 5.125415, -1.191931], [2.407138, -0.844313, 4.768514], [3.867408, -2.337397, -2.231307], [-4.182721, 3.078089, -0.045838], [0.541559, -0.508284, 3.301703], [-4.998234, 0.774105, 2.289659], [-1.970937, 4.415533, 0.043305], [-2.784970, -2.143736, -3.145907], [-6.719495, 2.418478, 0.991178], [-0.700423, -3.849673, 3.289075], [3.212357, 1.048827, -0.973189], [0.505386, 3.308866, -4.082936], [3.232175, -0.364037, 3.761027], [-0.676445, -2.107446, -2.889129], [3.996681, -4.721620, -2.920894], [0.380089, -1.316469, 5.294161], [2.724654, 3.130432, 0.610438], [-0.030929, -3.566144, 0.076035], [2.814609, 3.481310, -2.491890], [0.309985, -3.834207, 3.409626], [2.647599, -0.025509, 2.550619], [-3.630249, -0.439741, 3.360820], [-0.853179, 4.453141, -2.497859], [-3.739421, 0.302481, 2.587732], [0.588179, 2.264763, -3.173155], [-0.024047, 2.275747, -2.001066], [-0.747365, 3.338134, -1.666915], [-1.946520, -2.822238, -3.284896], [-0.489790, -3.095503, 0.947120], [4.293532, -0.246335, 3.911479], [-6.382161, 0.122134, 3.102778], [0.680806, -4.195884, -3.346970], [-1.074785, -4.560040, 3.911167], [2.980838, -2.871841, -2.537227], [1.003919, 3.242475, -5.038757], [1.677768, 4.874301, 1.159033], [-1.315462, 0.436522, 2.229082], [3.136340, 5.710286, -1.189894], [1.050895, -0.954267, 4.528885], [0.084016, 0.242574, -0.181623], [-1.044857, -4.173212, 1.902443], [-0.311633, 5.273652, -4.402777], [-1.903414, -3.103099, -4.335312], [1.347285, -0.065871, 2.333869], [-0.902803, -0.449817, 3.051960], [3.446580, 5.041520, 1.069250], [0.294869, -2.537025, 1.467900], [1.766201, -2.214232, -2.541769], [2.568784, 4.569522, 0.606899], [0.595513, -2.864087, -2.939692], [-1.427450, 5.296528, -2.145188], [1.170218, 1.378260, -3.388610], [-1.277480, -2.208273, 3.785805], [-1.697556, -1.314979, 3.741152], [-2.097832, -3.718426, -2.687251], [-2.603565, 0.795222, 1.932998], [2.818789, -1.120909, 5.729425], [2.904676, 2.630538, -0.622025], [-2.139111, -4.195199, 1.843230], [1.940921, -5.884314, -3.660553], [-0.713859, -0.941437, -2.547417], [-2.759342, 1.789224, 0.919152], [-0.194763, -4.728608, -3.683460], [-1.465624, -2.126078, 0.476681], [3.051180, -4.197728, -2.934309], [-5.150686, 1.788393, 1.341497]],
  "forces_ev_per_angstrom": [[0.02, -0.11, 0.02], [0.02, -0.01, 0.11], [0.06, -0.49, 0.70], [-0.02, 0.14, 0.01], [0.04, -0.10, -0.06], [0.16, -0.02, 0.10], [0.10, -0.15, -0.03], [-0.14, 0.13, -0.03], [-0.07, 0.11, 0.09], [0.83, -0.16, -0.66], [-0.25, 0.43, 0.00], [0.14, 0.05, -0.14], [-0.03, 0.04, 0.25], [0.14, 0.01, 0.03], [0.22, 0.03, -0.13], [0.11, 0.01, 0.05], [-0.02, 0.01, -0.03], [0.92, -0.24, 0.53], [-0.08, 0.15, -0.09], [-0.21, 0.37, -0.21], [0.01, 0.00, 0.04], [-0.11, 0.12, -0.11], [0.11, -0.04, 0.40], [0.20, -0.75, -0.30], [0.06, -0.01, 0.04], [-0.15, -0.10, 0.21], [-0.48, 0.12, -0.14], [0.04, -0.02, -0.04], [-0.06, -0.01, 0.02], [-0.36, 0.10, -0.12], [0.06, 0.03, 0.01], [0.03, -0.18, 0.06], [-0.12, -0.11, 0.00], [0.36, 0.01, 0.12], [-0.05, -0.01, -0.02], [0.03, 0.01, 0.09], [-0.02, 0.00, 0.03], [0.05, 0.02, -0.35], [-0.21, 0.10, 0.16], [-0.03, 0.45, -0.38], [-0.10, 0.30, 0.09], [-0.32, -0.17, 0.04], [0.11, -0.04, -0.03], [-0.03, -0.13, 0.16], [-0.14, 0.17, 0.01], [0.13, 0.08, 0.03], [0.03, 0.03, -0.02], [0.03, -0.04, -0.07], [0.04, 0.03, -0.12], [1.11, -0.47, 1.02], [-0.12, 0.01, 0.11], [-0.32, 0.11, -0.22], [-0.01, 0.12, -0.10], [0.12, -0.05, -0.30], [0.01, 0.07, -0.06], [0.03, -0.15, -0.08], [-0.32, 0.03, 0.25], [-1.01, 0.39, -0.65], [-0.17, -0.01, -0.09], [0.14, -0.11, -0.05], [-0.18, 0.05, 0.00], [0.14, 0.40, 0.28], [0.64, -0.05, 0.13], [-0.06, 0.02, -0.01], [0.08, -0.08, -0.05], [0.13, -0.22, -0.13], [0.07, 0.49, -0.06], [0.00, -0.16, -0.01], [-1.09, 0.33, -0.33], [0.00, -0.03, 0.04], [0.58, 0.11, -0.06], [0.18, -0.03, -0.13], [0.04, -0.06, -0.01], [0.04, -0.25, -0.41], [-0.68, -0.19, 0.52], [-0.14, -0.03, 0.00], [-0.32, -0.21, -0.10], [-0.08, -0.05, 0.03], [0.15, -0.16, 0.12]],
  "mulliken_charge": [-0.430, 0.201, -0.398, -0.184, 0.153, -0.628, -0.749, 0.021, 0.414, -0.029, -0.228, 0.395, -0.105, 0.011, -0.512, 0.447, 0.577, -0.201, -0.257, -0.750, 0.333, -0.228, -0.490, -0.221, -0.850, -0.938, 0.728, 0.416, 0.517, 0.051, 0.307, 0.274, 0.247, -0.297, 0.658, -0.654, -0.485, -0.607, 0.560, 0.561, -1.697, 0.282, 0.441, -0.243, -0.429, 0.232, -0.730, 0.443, 0.382, 0.001, 0.373, -0.631, 0.815, -1.039, 0.448, 0.498, 0.290, 0.366, 0.315, -0.114, 0.494, -0.635, 0.528, 0.527, 0.437, 0.384, -0.598, 0.434, 0.060, 0.437, -0.095, 0.338, 0.391, -0.516, 0.232, 0.398, -0.187, -0.441, 0.176],
  "e_tot_ev": -91321.289,
  "relative_energy_kcal_mol": 9.9,
  "max_force_ev_per_a": 1.583,
  "homo_lumo_gap_ev": 6.6,
  "e_homo_ev": -6.6
}

=====

{
  "formula": "C4H9N2O4P",
  "method": "ωB97M-V/def2-TZVPD",
  "elements": ["H", "H", "C", "O", "C", "P", "O", "N", "C", "O", "H", "H", "O", "H", "H", "C", "H", "N", "H", "H"],
  "xyz": [[2.086163, -2.573559, -1.571210], [-1.416251, -0.157611, 2.464317], [-2.181762, 0.917819, 0.592566], [2.850394, -0.010674, 1.304539], [-1.494238, -0.240147, 1.311091], [2.201175, 0.379979, 0.072537], [2.043453, 1.768503, -0.441537], [-3.430974, 0.578895, -0.125332], [2.720070, -1.981579, -0.822185], [2.216421, -0.697434, -1.059013], [-2.326049, 1.819846, 1.249905], [0.488296, 1.865488, -1.010277], [-0.527301, 1.943118, -1.041805], [-3.236375, -0.218312, -0.603312], [3.826885, -2.137573, -1.186040], [-0.891966, 1.043210, -0.161103], [2.596538, -2.311946, 0.244031], [-0.276540, 0.052131, 0.393191], [-3.593967, 1.329396, -0.839615], [-1.653966, -1.369546, 1.229255]],
  "forces_ev_per_angstrom": [[0.98, 0.15, 1.49], [0.55, 0.54, -1.92], [-1.82, 0.70, -0.05], [-0.05, -0.35, 0.61], [1.75, -1.95, 1.37], [-0.49, 1.15, -0.16], [-0.53, -1.29, 0.01], [0.19, 4.14, 1.19], [0.64, -2.82, -1.47], [0.10, 1.52, -0.05], [-0.06, -0.91, -0.51], [-0.40, 0.67, -0.45], [0.97, -0.95, 0.62], [0.40, -2.98, -1.89], [-2.00, 0.76, 0.92], [-1.00, -0.10, 0.33], [0.12, 0.30, -1.15], [1.55, 0.65, 0.81], [0.00, -0.95, 0.90], [-0.88, 1.70, -0.60]],
  "mulliken_charge": [0.225, 0.211, 0.129, -0.576, -0.610, 1.076, -0.681, -0.643, -0.588, -0.178, 0.315, 0.426, -0.518, 0.254, 0.234, 0.403, 0.326, -0.365, 0.277, 0.285],
  "e_tot_ev": -24752.894,
  "relative_energy_kcal_mol": 78.5,
  "max_force_ev_per_a": 4.311,
  "homo_lumo_gap_ev": 10.6,
  "e_homo_ev": -10.0
}

=====

{
  "formula": "C2H2Cl2O2",
  "method": "ωB97M-V/def2-TZVPD",
  "elements": ["O", "Cl", "O", "C", "H", "Cl", "H", "C"],
  "xyz": [[-1.760760, -0.494442, 0.781007], [-4.165494, -0.592046, 0.020224], [-1.899188, 0.109690, -1.296056], [-2.309307, -0.319404, -0.286799], [0.571595, 0.432746, 0.577234], [0.733365, -1.671196, -0.664802], [0.537262, -1.103986, 1.484841], [0.446623, -0.686870, 0.612061]],
  "forces_ev_per_angstrom": [[3.72, -1.60, 3.94], [0.72, 0.01, -0.50], [0.19, 0.32, -2.75], [-2.17, 0.93, -0.55], [-0.19, -1.47, -0.50], [0.05, 0.13, -0.39], [0.11, -2.36, 4.89], [-2.44, 4.05, -4.15]],
  "mulliken_charge": [-0.503, -0.267, -0.470, 0.658, 0.280, 0.045, 0.276, -0.019],
  "e_tot_ev": -31243.457,
  "relative_energy_kcal_mol": 81.9,
  "max_force_ev_per_a": 6.286,
  "homo_lumo_gap_ev": [7.6, 7.6],
  "e_homo_ev": [-10.0, -10.0]
}

=====

{
  "formula": "CH4N2O2",
  "method": "ωB97M-V/def2-TZVPD",
  "elements": ["H", "O", "N", "O", "N", "H", "H", "H", "C"],
  "xyz": [[2.232980, -0.816990, -0.029501], [-0.728694, 0.837419, -0.709933], [0.601789, 0.521937, -0.518951], [0.370855, -1.665671, -0.246387], [-1.663803, 0.339375, 0.208711], [-1.915612, -0.653785, 0.037093], [1.366027, 1.869544, 0.241250], [-1.331717, 0.236643, 1.253815], [1.068174, -0.668473, -0.236097]],
  "forces_ev_per_angstrom": [[-2.13, 1.14, -0.40], [0.95, -0.95, 0.43], [1.08, 6.59, 0.92], [-0.06, -0.02, -0.16], [-0.83, -1.25, 3.22], [0.77, 0.75, -0.77], [-1.84, -3.77, -1.82], [0.02, 1.01, -2.65], [2.04, -3.49, 1.25]],
  "mulliken_charge": [0.270, -0.106, -0.239, -0.496, -0.460, 0.293, 0.303, 0.269, 0.166],
  "e_tot_ev": -8169.947,
  "relative_energy_kcal_mol": 155.4,
  "max_force_ev_per_a": 6.738,
  "homo_lumo_gap_ev": [8.3, 8.3],
  "e_homo_ev": [-9.8, -9.8]
}